No. 1
Formula: C3H11N2S
Source: the OMol25 dataset
Level of theory: ωB97M-V with the def2-TZVPD basis set

```
! RIJCOSX wB97M-V def2-TZVPD def2/J DEFGRID3
* xyz 1 1
C 1.97 2.96 -1.27
C 0.57 2.79 -0.72
S 0.48 1.60 0.65
H 2.44 2.03 -1.57
H 2.63 3.42 -0.52
H 1.98 3.69 -2.08
H 0.20 3.77 -0.39
H -0.15 2.56 -1.50
H -0.75 1.16 0.33
N -1.77 -2.66 1.84
C -0.95 -3.35 1.08
N -0.64 -3.02 -0.14
H -2.25 -1.86 1.45
H -2.27 -3.13 2.58
H -0.57 -4.29 1.45
H -0.02 -3.58 -0.69
H -0.90 -2.10 -0.50
*
```

For the frontier orbital gap, the calculation gives 7.68 eV. The strongest force on any atom is 1.20 eV Å⁻¹. The molar mass comes out at 107.20 g/mol. As for the total energy: -17098.3403 eV. The energy above the lowest of the compared OMol25 structures with the same formula, charge and spin is 15.5 kcal per mole.

No. 2
Formula: C3H11N2S2
Source: the OMol25 dataset
Level of theory: ωB97M-V with the def2-TZVPD basis set

```
! RIJCOSX wB97M-V def2-TZVPD def2/J DEFGRID3
* xyz 1 1
N -1.65 -1.83 0.35
C -1.24 -0.44 0.69
C 0.04 -0.05 -0.08
N 0.89 -1.27 -0.30
C 0.86 1.05 0.52
S 2.12 1.71 -0.62
S 1.41 3.43 -1.42
H -2.35 -1.76 -0.37
H -2.04 -2.23 1.20
H -2.00 0.29 0.41
H -1.12 -0.24 1.76
H -0.32 0.27 -1.06
H 1.09 -1.63 0.63
H 1.77 -1.06 -0.77
H 0.32 -1.98 -0.75
H 0.25 1.94 0.72
H 1.32 0.87 1.49
H 0.66 2.93 -2.38
*
```

For the frontier orbital gap, the calculation gives 9.64 eV. As for the SMILES: NC[C@H]([NH3+])CSS. The strongest force on any atom is 1.68 eV Å⁻¹. The molar mass comes out at 139.27 g/mol. As for the total energy: -27933.7128 eV. The energy above the lowest of the compared OMol25 structures with the same formula, charge and spin is 15.7 kcal per mole.

No. 3
Formula: C3H11N2Si
Source: the OMol25 dataset
Level of theory: ωB97M-V with the def2-TZVPD basis set

```
! RIJCOSX wB97M-V def2-TZVPD def2/J DEFGRID3
* xyz 1 1
Si 1.39 -0.64 -1.98
N 0.25 -0.11 -0.68
C 0.08 1.19 -0.07
C -1.21 1.02 0.86
N -1.22 -0.42 1.23
C 0.07 -1.01 0.80
H 0.64 -1.73 -2.60
H 2.77 -0.97 -1.78
H 1.12 0.58 -2.61
H -0.20 1.90 -0.99
H 0.84 1.71 0.61
H -1.02 1.60 1.77
H -2.10 1.43 0.39
H -1.30 -0.81 2.17
H -2.00 -0.69 0.69
H 0.05 -2.09 0.74
H 0.91 -0.86 1.34
*
```

For the frontier orbital gap, the calculation gives 10.16 eV. As for the SMILES: [SiH3]N1CC[NH2+]C1. The strongest force on any atom is 6.55 eV Å⁻¹. The molar mass comes out at 103.22 g/mol. As for the total energy: -14137.9679 eV. The energy above the lowest of the compared OMol25 structures with the same formula, charge and spin is 26.9 kcal per mole.

No. 4
Formula: C3H11N2Ti
Source: the OMol25 dataset
Level of theory: ωB97M-V with the def2-TZVPD basis set

```
! RIJCOSX wB97M-V def2-TZVPD def2/J DEFGRID3
* xyz -1 3
C -1.07 -0.97 -1.61
Ti -0.04 0.15 -0.03
N 1.45 0.99 -1.40
H -0.64 -0.86 1.06
H -1.34 0.97 -0.61
H -2.06 -1.28 -1.19
H -0.47 -1.88 -1.74
H -1.18 -0.46 -2.57
H 2.39 0.69 -1.17
H 1.44 2.02 -1.39
H 1.24 0.70 -2.37
C 2.86 1.87 3.18
C 2.01 1.26 2.20
N 1.33 0.85 1.35
H 2.26 2.60 3.77
H 3.68 2.38 2.65
H 3.26 1.09 3.86
*
```

For the frontier orbital gap (alpha / beta), the calculation gives 2.99 / 7.16 eV. The strongest force on any atom is 3.11 eV Å⁻¹. The molar mass comes out at 123.00 g/mol. As for the total energy: -29380.2239 eV.

No. 5
Formula: C3H11N3
Source: the OMol25 dataset
Level of theory: ωB97M-V with the def2-TZVPD basis set

```
! RIJCOSX wB97M-V def2-TZVPD def2/J DEFGRID3
* xyz 0 1
C -0.01 -2.72 -1.03
C 1.06 -1.94 -0.87
N 1.24 -0.63 -1.39
H -0.71 -2.54 -1.84
H -0.16 -3.63 -0.46
H 1.90 -2.29 -0.27
H 0.74 -0.51 -2.26
H 0.84 0.09 -0.79
N -0.40 1.71 -0.23
C -0.71 1.01 1.03
N -0.23 1.69 2.20
H -0.24 2.70 -0.05
H -1.20 1.71 -0.86
H -0.26 0.01 1.02
H -1.78 0.84 1.11
H -0.79 2.45 2.56
H 0.71 2.04 2.10
*
```

For the frontier orbital gap, the calculation gives 9.61 eV. As for the SMILES: C=CN.NCN. The strongest force on any atom is 0.75 eV Å⁻¹. The molar mass comes out at 89.14 g/mol. As for the total energy: -7758.4500 eV. The energy above the lowest of the compared OMol25 structures with the same formula, charge and spin is 37.7 kcal per mole.

No. 6
Formula: C3H11N3
Source: the OMol25 dataset
Level of theory: ωB97M-V with the def2-TZVPD basis set

```
! RIJCOSX wB97M-V def2-TZVPD def2/J DEFGRID3
* xyz 0 1
C -2.58 -0.83 -3.09
C -1.23 -1.04 -2.87
N -0.49 -0.65 -1.79
H -3.28 -0.57 -2.24
H -2.91 -0.88 -4.08
H -0.79 -1.75 -3.51
H -0.81 0.05 -1.16
H 0.56 -0.75 -1.84
N 0.65 -0.04 2.98
C 0.98 1.13 2.28
N 2.07 1.01 1.23
H 1.57 -0.46 3.24
H 0.01 0.05 3.84
H 0.06 1.59 1.71
H 1.30 1.89 3.01
H 2.88 0.90 1.75
H 2.00 0.35 0.55
*
```

For the frontier orbital gap, the calculation gives 8.54 eV. As for the SMILES: C=CN.NCN. The strongest force on any atom is 5.10 eV Å⁻¹. The molar mass comes out at 89.14 g/mol. As for the total energy: -7757.5411 eV. The energy above the lowest of the compared OMol25 structures with the same formula, charge and spin is 58.6 kcal per mole.

No. 7
Formula: C3H11N3
Source: the OMol25 dataset
Level of theory: ωB97M-V with the def2-TZVPD basis set

```
! RIJCOSX wB97M-V def2-TZVPD def2/J DEFGRID3
* xyz 0 1
H 0.06 -1.52 -3.63
N 0.11 -0.76 -2.98
C 0.26 -1.20 -1.81
N 1.36 -1.11 -0.97
H -0.67 -1.48 -1.38
H 1.28 -0.72 0.03
H 1.98 -0.40 -1.44
C -0.81 -0.20 1.33
C 0.09 0.95 1.85
N -0.91 2.06 2.11
H -1.65 -0.44 2.06
H -0.23 -1.14 1.38
H -1.31 -0.05 0.35
H 0.77 1.23 1.06
H 0.74 0.80 2.77
H -1.62 2.09 1.27
H -0.50 3.04 2.10
*
```

For the frontier orbital gap, the calculation gives 9.20 eV. As for the SMILES: [H]/N=C/N.CCN. The strongest force on any atom is 3.68 eV Å⁻¹. The molar mass comes out at 89.14 g/mol. As for the total energy: -7756.9210 eV. The energy above the lowest of the compared OMol25 structures with the same formula, charge and spin is 72.9 kcal per mole.

No. 8
Formula: C3H11N3O
Source: the OMol25 dataset
Level of theory: ωB97M-V with the def2-TZVPD basis set

```
! RIJCOSX wB97M-V def2-TZVPD def2/J DEFGRID3
* xyz -1 2
C 2.04 -2.01 1.90
C 1.59 -0.63 1.40
N 0.57 -0.70 0.36
C 0.24 0.28 -0.51
N 0.56 1.58 -0.19
N -0.40 0.02 -1.62
H 2.06 -2.68 1.03
H 3.02 -1.99 2.39
H 1.37 -2.38 2.68
H 2.46 -0.06 1.05
H 1.19 -0.16 2.30
H 0.33 -1.61 0.01
H -0.01 2.23 -0.68
H 0.69 1.74 0.80
H -0.06 -0.78 -2.13
H -4.62 0.98 -1.88
H -3.12 0.97 -1.55
O -3.98 1.38 -1.32
*
```

For the frontier orbital gap (alpha / beta), the calculation gives 2.40 / 8.63 eV. The strongest force on any atom is 1.45 eV Å⁻¹. The molar mass comes out at 105.14 g/mol. As for the total energy: -9805.8923 eV. The energy above the lowest of the compared OMol25 structures with the same formula, charge and spin is 11.2 kcal per mole.